This record from the OMol25 dataset describes a structure of composition C15H20Br2NOP2Ti. The level of theory is ωB97M-V with the def2-TZVPD basis set.

Its charge is +3. The calculation puts the HOMO energy at -17.7 eV. For the orbital gap, the calculation gives 0.1988 Ha. For the LUMO energy, the calculation gives -12.254 eV. As for the calculated total energy: -7392.7831 hartree.

Structure (XYZ):
```
42
C15H20Br2NOP2Ti, DFT ωB97M-V with the def2-TZVPD basis set
Ti 0.26871 -0.45065 -0.66928
C 0.27276 2.02282 2.33646
P 1.11498 0.85193 1.23053
C 2.54033 1.74334 0.52343
C 1.85987 -0.48185 2.26674
C 2.77893 -1.40254 1.44729
P 2.11173 -2.00944 -0.18335
C 3.50456 -2.93201 -0.88935
C 0.92194 -3.34075 0.28730
H -0.16373 2.83952 1.75446
H 1.01129 2.44610 3.02575
H -0.51377 1.53317 2.91348
H 3.24768 1.98065 1.32510
H 2.21496 2.68267 0.06574
H 3.04468 1.14293 -0.24243
H 1.04959 -1.04630 2.75594
H 2.44212 -0.00373 3.06882
H 3.04463 -2.27546 2.05396
H 3.71755 -0.88056 1.22924
H 3.78548 -3.73210 -0.19596
H 4.36496 -2.28258 -1.05945
H 3.21116 -3.37740 -1.84431
H 1.41853 -4.10717 0.89303
H 0.56186 -3.83135 -0.62733
H 0.06353 -2.93817 0.85549
Br 0.04615 3.41472 -3.50828
C -1.36609 2.54847 -2.62040
C -2.69257 2.99296 -2.68846
C -3.71906 2.34922 -2.01799
Br -5.47313 3.03221 -2.11813
C -3.44946 1.16961 -1.24348
C -4.40184 0.38405 -0.58686
C -4.00394 -0.75807 0.09470
C -2.66171 -1.10327 0.15608
N -1.70789 -0.37119 -0.44092
C -2.09717 0.74100 -1.16043
C -1.05665 1.41793 -1.84773
O 0.16295 0.90892 -1.69758
H -2.92171 3.86411 -3.28665
H -5.44822 0.64921 -0.62217
H -4.73513 -1.38670 0.57565
H -2.34887 -2.00427 0.69135
```



This record from the OMol25 dataset describes a structure of composition C15H20Cl2CrN5S7Sb. The level of theory is ωB97M-V with the def2-TZVPD basis set.

Its charge is -1. The calculation puts the HOMO energy (spin up / spin down) at -4.7 / -4.7 eV. For the orbital gap (spin up / spin down), the calculation gives 0.2410 / 0.2540 Ha. For the LUMO energy (spin up / spin down), the calculation gives 1.856 / 2.239 eV. Its expectation value of S² is 0.783. As for the calculated total energy: -5849.9628 hartree. Its spin multiplicity is 2.

Structure (XYZ):
```
51
C15H20Cl2CrN5S7Sb, DFT ωB97M-V with the def2-TZVPD basis set
Cr -0.59827 0.19505 -0.64740
S -2.74007 4.08579 1.42512
Sb -0.72326 3.07280 1.01453
S -0.67312 0.73492 1.57470
S -0.32195 2.36922 -1.28545
S 1.10786 4.17604 1.73052
Cl -0.78652 -0.61741 -3.01612
C -0.84567 -2.36399 -2.85317
C -0.78490 -3.08891 -4.02853
C -0.83587 -4.47170 -3.96914
C -0.94628 -5.09161 -2.73411
C -1.00034 -4.33060 -1.58085
Cl -1.13872 -5.18153 -0.07078
C -0.95019 -2.92641 -1.57783
S -1.04710 -2.00974 -0.09568
H -0.69932 -2.56827 -4.97151
H -0.79177 -5.06065 -4.87424
H -0.98953 -6.16767 -2.65065
S -2.98968 0.80760 -0.83431
C -3.71286 0.36387 0.65481
N -4.12535 1.30328 1.46136
C -4.80856 0.91879 2.67472
C -4.47880 -0.55373 2.91136
S -4.04768 -1.22467 1.27938
H -3.82487 2.29923 1.25297
H -5.88559 1.07368 2.55775
H -4.45553 1.54570 3.49312
H -5.33035 -1.09567 3.31694
H -3.62561 -0.67687 3.57661
C 2.20798 0.38370 -2.05578
N 3.65354 0.25102 -2.12126
C 3.99564 -1.15947 -1.95732
N 3.51757 -1.69886 -0.68606
C 2.07136 -1.54937 -0.62973
N 1.64384 -0.12755 -0.77055
C 2.31759 0.64459 0.33366
N 3.76184 0.50737 0.27935
C 4.23598 1.00313 -1.00697
C 4.10429 -0.90370 0.39530
H 1.76491 -0.18419 -2.87409
H 1.92078 1.43226 -2.14197
H 5.08179 -1.26986 -2.00212
H 3.54868 -1.72973 -2.77563
H 1.69537 -1.92324 0.32153
H 1.61582 -2.12642 -1.43747
H 1.94010 0.26719 1.28220
H 2.02684 1.69278 0.24420
H 5.32418 0.91298 -1.04904
H 3.96093 2.05421 -1.10466
H 3.73734 -1.28106 1.35165
H 5.19116 -1.01417 0.36401
```



This record from the OMol25 dataset describes a structure of composition C15H20Cl2MgN2O7PS2. The level of theory is ωB97M-V with the def2-TZVPD basis set.

Its charge is -1. The calculation puts the HOMO energy at -4.5 eV. For the orbital gap, the calculation gives 0.2507 Ha. For the LUMO energy, the calculation gives 2.290 eV. As for the calculated total energy: -3478.3085 hartree.

Structure (XYZ):
```
50
C15H20Cl2MgN2O7PS2, DFT ωB97M-V with the def2-TZVPD basis set
Mg 0.17796 1.09865 -0.45309
Cl -0.72392 2.34107 2.24147
C 0.06783 2.28150 3.81202
Cl 1.08039 0.85834 4.05679
H -0.71701 2.26676 4.55872
H 0.68985 3.16279 3.91184
O -4.71231 -0.96165 -3.23702
C -3.72303 -0.55565 -2.68080
C -2.28466 -0.98856 -2.96178
O -1.93895 -1.86756 -3.72562
C -1.44991 -0.13434 -2.10949
C -2.25237 0.71083 -1.30954
O -1.72016 1.54731 -0.46966
C -3.67446 0.49422 -1.57188
O -4.63583 1.01069 -1.03641
O -0.16365 -0.10729 -2.03589
C -0.39098 3.87630 -2.65573
C 0.70319 2.90970 -3.05782
C 1.71975 3.52312 -3.99171
O 1.31135 2.33261 -1.85252
P 2.48962 2.86421 -0.85200
S 4.09123 3.60215 -1.64181
S 2.60627 1.27113 0.34583
O 1.58500 3.99836 -0.13791
C 2.14877 5.05600 0.65235
C 2.82768 4.50897 1.89082
C 0.99413 5.98248 0.96762
H -0.90840 4.21678 -3.55504
H 0.03776 4.74340 -2.15019
H -1.11931 3.41327 -1.98980
H 0.27862 2.01725 -3.51586
H 2.15452 4.43480 -3.58223
H 1.19327 3.76704 -4.91683
H 2.53293 2.83576 -4.22031
H 2.88525 5.56618 0.02666
H 2.13192 3.89186 2.46245
H 3.16460 5.33978 2.51395
H 3.68936 3.89171 1.63584
H 0.21094 5.44181 1.50525
H 0.55964 6.38643 0.05283
H 1.34049 6.81203 1.58708
N 0.54618 -1.79816 0.19005
C 0.25441 -2.93441 0.83665
C -0.60926 -2.60612 1.85744
C -0.79339 -1.22156 1.72567
N -0.08818 -0.73567 0.71607
H 1.04544 -1.67371 -0.67877
H 0.65433 -3.87956 0.51277
H -1.05881 -3.26956 2.57435
H -1.41121 -0.55550 2.30573
```



This record from the OMol25 dataset describes a structure of composition C15H20F6MnN2O6S7. The level of theory is ωB97M-V with the def2-TZVPD basis set.

Its charge is 0. The calculation puts the HOMO energy (spin up / spin down) at -7.2 / -7.3 eV. For the orbital gap (spin up / spin down), the calculation gives 0.2712 / 0.2699 Ha. For the LUMO energy (spin up / spin down), the calculation gives 0.133 / 0.023 eV. Its expectation value of S² is 8.753. As for the calculated total energy: -5682.1008 hartree. Its spin multiplicity is 6.

Structure (XYZ):
```
57
C15H20F6MnN2O6S7, DFT ωB97M-V with the def2-TZVPD basis set
Mn 0.28522 0.64402 0.40980
F 4.94759 -1.60056 1.25879
C 4.94107 -0.34629 0.81978
F 5.17638 -0.34722 -0.48916
F 5.89435 0.34349 1.42967
S 3.29827 0.44492 1.16123
O 2.35624 -0.25487 0.29017
O 3.46381 1.84071 0.91185
N 3.15864 0.05934 2.68325
S 1.77563 0.39465 3.35189
O 0.90389 1.13812 2.44006
O 1.85709 0.84348 4.69302
C 0.98244 -1.29701 3.41920
F 1.86456 -2.22537 3.76382
F -0.04507 -1.34377 4.24710
F 0.54079 -1.58070 2.18035
C -0.23312 4.46615 0.11300
C 0.93710 3.65273 -0.33627
C 2.23719 4.37221 -0.50244
O 0.83812 2.45690 -0.60830
H -0.10935 5.51355 -0.15645
H -0.31220 4.39486 1.20199
H -1.15670 4.06271 -0.29281
H 2.30504 5.21909 0.17736
H 2.28419 4.74755 -1.52859
H 3.06478 3.68921 -0.34427
C -4.34718 0.54753 3.19466
S -3.82252 -0.88095 2.20081
C -3.99144 -0.23119 0.57971
C -3.30330 0.81605 0.06741
S -2.06722 1.74682 0.83891
S -3.76562 1.26699 -1.57193
C -4.72681 -0.13059 -1.93159
S -5.24930 -0.51966 -3.43603
S -5.05620 -1.08563 -0.52338
H -4.28614 0.23827 4.23604
H -5.37192 0.80331 2.93679
H -3.67677 1.38015 3.00706
O -0.88711 -1.12070 -0.10103
C -1.13942 -1.92687 -0.99949
C -0.91488 -3.40066 -0.84636
C 0.26401 -3.71553 -1.82051
C 1.19599 -2.52502 -2.16658
C 0.72768 -1.60144 -3.31271
C -0.44893 -0.69355 -2.92442
N -1.44404 -1.54035 -2.26458
H -1.80488 -3.97474 -1.10679
H -0.64751 -3.61546 0.18596
H -0.13318 -4.12919 -2.75009
H 0.87332 -4.49509 -1.36315
H 2.15128 -2.95047 -2.47662
H 1.38979 -1.92471 -1.27298
H 0.43361 -2.21098 -4.17273
H 1.56820 -0.97885 -3.62849
H -0.89828 -0.21263 -3.79150
H -0.13231 0.07567 -2.21757
H -1.74491 -2.29842 -2.86287
```